Entry 1:
Computed, not measured: a molecular structure, C33H43N6O6PdTe, with the ωB97M-V functional and the def2-TZVPD basis.

Properties
ΔE to the lowest compared entry with this formula, charge and spin in eV: 0.7852
E_LUMO (spin up / spin down) in eV: -4.37 / -7.38
2S+1: 6
Net charge: +2
Frontier orbital gap (spin up / spin down) in eV: 8.66 / 5.92
Total energy in hartree: -2458.49996

Atoms and positions in Å:
Pd -0.5518 -2.1045 1.8706
O 0.9255 -2.1288 0.0560
C 1.8005 -3.2245 -0.2827
C 3.0110 -3.2740 0.6261
C 2.6291 -3.2741 2.1087
C 1.6361 -4.3393 2.4798
C 2.0589 -5.6581 2.6103
C 1.1650 -6.6354 3.0022
C -0.1436 -6.2628 3.2777
C -0.4969 -4.9412 3.1130
N 0.3565 -3.9948 2.6968
H 1.4546 -1.3229 0.1751
H 2.0908 -3.1284 -1.3302
H 1.1922 -4.1244 -0.1804
H 3.6517 -2.4109 0.4248
H 3.6033 -4.1580 0.3799
H 2.2171 -2.3079 2.3848
H 3.5232 -3.4136 2.7183
H 3.0988 -5.8954 2.4284
H 1.4850 -7.6627 3.1132
H -0.8767 -6.9768 3.6240
H -1.4982 -4.6099 3.3461
C -4.7899 -2.6758 4.2037
N -4.3317 -3.1227 2.8839
C -5.1360 -3.8032 2.0258
C -4.7051 -4.2026 0.8104
C -3.3651 -3.8710 0.4535
N -2.5799 -3.2075 1.2946
C -3.0459 -2.8305 2.5093
O -2.2787 -2.2332 3.2877
N -2.8679 -4.2128 -0.7375
H -5.8075 -3.0255 4.3497
H -4.7581 -1.5901 4.2543
H -4.1428 -3.0859 4.9748
H -6.1379 -4.0022 2.3799
H -5.3570 -4.7398 0.1398
H -3.4168 -4.7271 -1.4032
H -1.9227 -3.9659 -0.9755
O -3.3036 2.0073 1.0024
N -2.9534 0.9967 1.4992
O -0.0354 0.2434 1.0573
O -3.0253 -0.1524 1.1929
C 2.0926 -0.0704 3.9246
C 1.7653 0.0504 2.4763
O 2.5396 0.3271 1.5748
N 0.4228 -0.2464 2.1433
Te 1.3609 1.7033 -1.3319
C 2.4750 3.1416 -2.3147
C 2.1689 3.5866 -3.6192
C 1.0547 3.0211 -4.4593
C 2.9715 4.5709 -4.1680
C 4.0437 5.1339 -3.4756
C 4.8725 6.2200 -4.0870
C 4.3351 4.6559 -2.2014
C 3.5772 3.6636 -1.6041
C 3.9416 3.2297 -0.2100
C -0.5832 2.4050 -1.5838
C -0.8752 3.7617 -1.3933
C 0.1426 4.7818 -0.9633
C -2.1796 4.1752 -1.6352
C -3.1723 3.2955 -2.0463
C -4.5743 3.7691 -2.2791
C -2.8492 1.9475 -2.1921
C -1.5695 1.4756 -1.9557
C -1.2673 0.0113 -2.1261
H 1.9136 0.8977 4.3977
H 3.1423 -0.3262 4.0484
H 1.4519 -0.8034 4.4123
H 0.9790 1.9347 -4.3746
H 1.2346 3.2517 -5.5076
H 0.0853 3.4402 -4.1888
H 2.7668 4.9067 -5.1776
H 4.6142 6.3834 -5.1310
H 5.9339 5.9773 -4.0278
H 4.7242 7.1587 -3.5501
H 5.1803 5.0663 -1.6611
H 5.0154 3.3260 -0.0581
H 3.6821 2.1945 0.0245
H 3.4472 3.8581 0.5345
H 0.7865 4.4137 -0.1606
H -0.3574 5.6742 -0.5925
H 0.7892 5.0787 -1.7910
H -2.4256 5.2214 -1.4951
H -4.6169 4.8492 -2.4045
H -5.2064 3.5065 -1.4277
H -5.0063 3.3020 -3.1640
H -3.6171 1.2468 -2.5007
H -2.1814 -0.5396 -2.3424
H -0.8238 -0.4158 -1.2243
H -0.5766 -0.1640 -2.9561

***

Entry 2:
Computed, not measured: 5 unconnected molecules or ions with the total composition C33H44BrO9PS, with the ωB97M-V functional and the def2-TZVPD basis.

Properties
E_LUMO in eV: -1.08
SMILES: C=CCc1ccc2c(c1C[SH](=O)=O)C(=O)c1c(ccc(CCCBr)c1[PH2]=O)C2=O.CC(C)=O.CC(C)=O.CC(C)=O.CC(C)=O
2S+1: 1
Frontier orbital gap in eV: 7.61
Total energy in hartree: -5274.08166

Atoms and positions in Å:
C 8.9196 -0.6038 1.9650
C 8.5278 0.5642 1.1957
C 7.1678 0.4463 0.3654
C 5.9923 1.3936 0.8793
C 5.8375 2.8240 0.2944
C 4.6738 3.7921 0.7343
C 3.6704 3.2804 1.7895
C 3.8579 1.8318 2.3770
C 4.9916 0.8703 1.9738
C 5.1583 -0.5736 2.6147
S 4.2996 -1.9365 1.6991
O 4.1095 -1.6400 0.2377
O 3.0110 -2.2865 2.4337
C 2.7449 1.3791 3.4550
O 3.0091 0.7669 4.5167
C 1.2427 1.8286 3.0714
C 1.0494 3.2723 2.4725
C -0.3619 3.7869 2.0833
C -1.5439 2.7811 2.2753
C -1.3484 1.3236 2.8317
C -2.6250 0.3762 2.9362
C -3.7339 0.8497 3.9942
C -4.9749 -0.1963 3.8383
Br -4.4866 -1.9520 4.7020
C 0.0800 0.8190 3.2719
P 0.2444 -0.9351 3.9478
O -0.7720 -1.1003 5.1068
C 2.4005 4.1399 2.3031
O 2.4896 5.3590 2.5756
H 9.1193 -1.6159 1.4492
H 8.9667 -0.5064 3.1002
H 9.1353 1.5245 1.1358
H 6.7731 -0.6379 0.4385
H 7.2819 0.6503 -0.7664
H 6.5424 3.2311 -0.5200
H 4.5416 4.8360 0.2964
H 6.2892 -0.8264 2.5861
H 4.8492 -0.6511 3.7093
H 5.1331 -3.0695 1.8310
H -0.4676 4.8451 1.6855
H -2.5761 3.1721 1.9667
H -3.1345 0.4069 1.8953
H -2.3874 -0.7273 3.1250
H -3.3412 0.8081 5.0677
H -4.1175 1.8948 3.7078
H -5.0412 -0.4111 2.7057
H -5.9519 0.2115 4.2615
H 0.0065 -1.8853 2.8743
H 1.5388 -1.2459 4.4670
C -2.3312 -5.0146 1.7169
C -3.4678 -4.0984 1.3497
C -4.8374 -4.7097 1.2199
O -3.2862 -2.9082 1.1648
H -1.4057 -4.4376 1.7751
H -2.5211 -5.4705 2.6910
H -2.2147 -5.7870 0.9535
H -5.1387 -5.1519 2.1719
H -4.8329 -5.4685 0.4342
H -5.5565 -3.9326 0.9519
C -1.7706 1.6897 -2.8973
C -0.8470 1.6455 -1.7099
C -0.2083 0.3236 -1.3777
O -0.6239 2.6403 -1.0425
H -2.1577 2.7051 -3.0166
H -1.2256 1.4137 -3.8026
H -2.6120 1.0105 -2.7394
H 0.4053 -0.0129 -2.2156
H -0.9801 -0.4161 -1.1525
H 0.4312 0.4412 -0.4993
C -1.5065 -1.0626 -6.5152
C -0.5824 -1.1072 -5.3295
C 0.0571 -2.4289 -4.9972
O -0.3600 -0.1111 -4.6633
H -1.8930 -0.0489 -6.6340
H -0.9624 -1.3385 -7.4215
H -2.3470 -1.7404 -6.3564
H 0.6707 -2.7659 -5.8353
H -0.7141 -3.1684 -4.7713
H 0.6971 -2.3113 -4.1197
C -6.5830 0.4878 -5.2199
C -5.1079 0.6213 -5.4901
C -4.5474 2.0141 -5.6048
O -4.3957 -0.3586 -5.6107
H -6.8459 -0.5707 -5.1623
H -6.8311 0.9624 -4.2682
H -7.1524 0.9463 -6.0312
H -4.7051 2.5565 -4.6701
H -5.0264 2.5404 -6.4333
H -3.4740 1.9576 -5.7997

***

Entry 3:
Computed, not measured: 6 unconnected molecules or ions with the total composition C33H44ClFINO22S5, with the ωB97M-V functional and the def2-TZVPD basis.

Properties
E_LUMO in eV: -1.56
SMILES: CC[C@@H](Cl)c1c(CCCI)cc2c(c1C[C@H](C)F)C(=O)c1ccc(N)cc1C2=O.O=S1(=O)OCCO1.O=S1(=O)OCCO1.O=S1(=O)OCCO1.O=S1(=O)OCCO1.O=S1(=O)OCCO1
2S+1: 1
Frontier orbital gap in eV: 7.49
Total energy in hartree: -5842.10073

Atoms and positions in Å:
C -0.3408 -4.9151 -0.7472
C -1.6224 -3.9072 -0.8353
C -1.1409 -2.6239 -1.7219
Cl -1.4763 -2.8452 -3.5268
C -1.6228 -1.2254 -1.1299
C -0.6289 -0.4202 -0.2099
C 0.8412 -0.9510 0.1850
C 1.9727 -0.6471 -0.9213
C 1.5266 0.4919 -1.9593
I 3.3579 1.0866 -3.0352
C -0.9993 0.9850 0.4067
C -2.3982 1.5703 0.1371
C -3.4531 0.7821 -0.7356
C -3.0509 -0.5876 -1.3747
C -4.1644 -1.3200 -2.2771
C -4.6975 -2.7088 -1.6081
C -4.7695 -3.9286 -2.6468
F -6.0805 -2.4809 -1.1684
C -4.8645 1.4892 -0.8798
O -5.9945 0.9560 -0.7608
C -4.8212 3.0846 -1.1449
C -5.7357 3.8268 -2.1439
C -5.5691 5.3817 -2.2380
C -4.5457 6.2009 -1.3934
N -4.4086 7.6746 -1.4494
C -3.6164 5.4193 -0.3839
C -3.7677 3.8655 -0.2663
C -2.8329 3.0085 0.7350
O -2.4905 3.4242 1.8683
H -0.6049 -5.9312 -0.3049
H 0.4851 -4.3966 -0.1208
H 0.1069 -4.9880 -1.8122
H -2.4974 -4.4663 -1.3021
H -1.8077 -3.5706 0.2502
H 0.0136 -2.6542 -1.6452
H 0.7363 -2.1024 0.2646
H 1.1284 -0.6065 1.2499
H 2.1915 -1.6313 -1.4731
H 2.9435 -0.3920 -0.3464
H 1.0978 1.3674 -1.3647
H 0.8022 0.0374 -2.7121
H -0.2433 1.5395 1.0532
H -5.1238 -0.6798 -2.3844
H -3.8171 -1.4781 -3.3691
H -4.1098 -2.9205 -0.6553
H -4.3891 -4.9071 -2.1773
H -5.8732 -4.1052 -2.9086
H -4.2482 -3.7051 -3.6539
H -6.5131 3.2808 -2.7709
H -6.2261 6.0071 -2.9508
H -4.2261 7.9938 -0.4892
H -3.6795 7.9695 -2.1106
H -2.8476 6.0044 0.2447
O 7.1747 3.2671 -5.5609
S 6.9115 1.9185 -5.1531
O 5.7556 1.1872 -5.5806
O 6.9944 1.8530 -3.5343
C 7.9935 0.9077 -3.1437
C 9.0064 0.9025 -4.2780
O 8.2288 1.0246 -5.4697
H 7.5150 -0.0699 -3.0374
H 8.4399 1.1965 -2.1940
H 9.6023 -0.0099 -4.2989
H 9.6713 1.7694 -4.2181
O 4.9826 -1.4360 0.9901
S 4.9249 -2.6463 0.2251
O 5.3906 -2.7361 -1.1251
O 3.4033 -3.2120 0.2873
C 3.4046 -4.5283 0.8419
C 4.6124 -4.5744 1.7654
O 5.6245 -3.8288 1.0891
H 3.5075 -5.2438 0.0210
H 2.4713 -4.7186 1.3735
H 4.9492 -5.5929 1.9589
H 4.4023 -4.0745 2.7156
O 8.3394 0.5868 -0.1559
S 8.1074 0.9904 1.2010
O 7.7950 0.0627 2.2435
O 6.9859 2.1624 1.1945
C 7.5211 3.3407 1.7979
C 9.0191 3.2792 1.5412
O 9.3624 1.9007 1.6825
H 7.3021 3.3047 2.8688
H 7.0647 4.2314 1.3646
H 9.5870 3.8911 2.2420
H 9.2568 3.5836 0.5175
O -0.2963 1.3537 7.8434
S -0.0033 1.0454 6.4752
O 1.0860 0.2016 6.0853
O 0.1009 2.4403 5.6531
C -0.8563 2.4430 4.5922
C -1.9939 1.5570 5.0740
O -1.3584 0.4881 5.7766
H -0.3796 2.0236 3.7020
H -1.1874 3.4598 4.3803
H -2.5981 1.1727 4.2522
H -2.6377 2.0901 5.7799
O -8.1890 -4.4417 3.0632
S -8.9704 -3.4487 2.3864
O -10.3336 -3.6617 2.0039
O -8.1383 -2.9495 1.0870
C -7.9188 -1.5402 1.1719
C -7.8874 -1.2267 2.6594
O -8.8865 -2.0680 3.2364
H -8.7544 -1.0349 0.6796
H -6.9876 -1.2691 0.6736
H -8.0995 -0.1780 2.8680
H -6.9228 -1.4968 3.0995

***

Entry 4:
Computed, not measured: a molecular structure, C33H45Cl2IrN2OP3S, with the ωB97M-V functional and the def2-TZVPD basis.

Properties
E_LUMO (spin up / spin down) in eV: -4.57 / -8.13
2S+1: 6
Net charge: +2
Frontier orbital gap (spin up / spin down) in eV: 5.63 / 5.07
Total energy in hartree: -3915.42259

Atoms and positions in Å:
P 4.1127 0.3683 -2.7376
C 3.9877 -0.3963 -4.3295
C 4.3752 0.3314 -5.4765
H 4.6469 1.3737 -5.3729
C 4.4471 -0.3340 -6.6926
H 4.7909 0.2271 -7.5774
C 4.1020 -1.6918 -6.7884
H 4.1757 -2.1916 -7.7379
C 3.6614 -2.3906 -5.6534
H 3.3870 -3.4558 -5.7347
C 3.5788 -1.7632 -4.4130
H 3.2376 -2.2688 -3.5263
C 4.1748 2.1402 -2.9120
C 3.1236 2.8116 -3.5993
H 2.3488 2.2297 -4.0931
C 3.1196 4.1998 -3.6441
H 2.2962 4.7223 -4.1568
C 4.1734 4.9328 -3.0738
H 4.1798 6.0144 -3.1408
C 5.2212 4.2662 -2.4301
H 6.0711 4.8349 -2.0096
C 5.2239 2.8870 -2.3152
H 6.0399 2.3562 -1.8296
C 5.4740 -0.2740 -1.7809
C 6.7097 -0.3787 -2.4672
H 6.7521 -0.0828 -3.5045
C 7.8186 -0.8390 -1.7734
H 8.7837 -0.8883 -2.3206
C 7.7208 -1.2222 -0.4393
H 8.6023 -1.5675 0.0852
C 6.4834 -1.1713 0.2282
H 6.4068 -1.4839 1.2775
C 5.3383 -0.7177 -0.4365
H 4.3631 -0.7342 0.0340
Ir 0.3790 0.0839 -0.2418
C 0.4663 1.7608 1.0581
C 1.4491 2.6515 0.9275
H -0.3035 1.8963 1.8543
C 2.5108 2.3119 -0.1279
O 3.7508 2.0168 0.5564
H 4.3410 1.4691 -0.0447
C 1.9699 1.1293 -0.7377
H 2.6276 3.0736 -0.9324
C 1.8382 -0.0982 -1.3436
Cl -1.7350 -0.1159 0.9911
Cl -0.4694 -1.9388 -1.4087
P -1.1701 1.1281 -1.6551
C -2.8328 0.3917 -1.8671
H -3.4562 0.6360 -1.0017
H -2.7284 -0.6953 -1.9370
H -3.2888 0.7805 -2.7853
C -1.5010 2.8796 -1.2600
H -0.5608 3.4423 -1.2522
H -1.9628 2.9470 -0.2688
H -2.1753 3.3144 -2.0104
C -0.4914 1.1462 -3.3444
H -0.0923 0.1558 -3.5833
H 0.3086 1.8905 -3.4176
H -1.2953 1.4004 -4.0476
P 1.8356 4.1152 1.9321
C 0.3730 4.5756 2.8214
C 2.3544 5.3809 0.7685
H 0.0643 3.7477 3.4727
H -0.4328 4.8210 2.1169
H 0.6283 5.4587 3.4234
H 3.2399 5.0582 0.2019
H 2.5928 6.2877 1.3387
H 1.5356 5.5965 0.0666
C 3.1931 3.6645 3.0033
H 2.8667 2.8558 3.6697
H 3.4772 4.5451 3.5932
H 4.0303 3.3071 2.3912
H 1.5523 -1.1010 -1.7820
S 1.3721 -1.3190 1.4935
C 0.1175 -2.3038 2.1042
N -0.3109 -2.1336 3.3704
C -1.6062 -2.6391 3.8198
C -1.8433 -3.9913 3.1945
C -1.6939 -3.9155 1.6957
N -0.4233 -3.2891 1.3582
H 0.0611 -1.3077 3.8215
H -2.3927 -1.9244 3.5394
H -1.5716 -2.7019 4.9150
H -2.8633 -4.3411 3.4434
H -1.1414 -4.7193 3.5965
H -2.5155 -3.3408 1.2410
H -1.6863 -4.9141 1.2401
H -0.2025 -3.2188 0.3579

***

Entry 5:
Computed, not measured: a molecular structure, C33H45F3O9P2SSn, with the ωB97M-V functional and the def2-TZVPD basis.

Properties
ΔE to the lowest compared entry with this formula, charge and spin in eV: 0.0000
E_LUMO in eV: 3.93
2S+1: 1
Net charge: -2
Frontier orbital gap in eV: 3.68
Total energy in hartree: -3556.60451

Atoms and positions in Å:
Sn -0.0599 -1.9699 -0.8137
C -1.6931 -1.3351 3.3827
C -1.9558 -2.7550 3.3473
C -3.2246 -2.9081 2.7284
C -3.7342 -1.6413 2.3172
C -2.7526 -0.6419 2.7196
C -2.8396 0.8143 2.5348
C -5.1279 -1.3697 1.9509
C -3.8836 -4.2334 2.3538
C -1.0822 -3.7448 3.8988
C -0.5607 -0.6455 4.0582
H -2.1604 1.3400 3.1893
H -3.8552 1.2350 2.7689
H -2.7071 1.2047 1.4932
H -5.9143 -2.0271 2.4044
H -5.3516 -1.4925 0.8600
H -5.4140 -0.3599 2.1644
H -4.9705 -4.1274 2.1235
H -3.8555 -4.9192 3.2319
H -3.4022 -4.6151 1.4381
H -1.5870 -4.2483 4.7746
H -0.1129 -3.3805 4.2604
H -0.8625 -4.5194 3.1944
H -0.6611 -0.7392 5.1908
H -0.4698 0.4248 3.7598
H 0.3703 -1.0832 3.6936
O -2.7814 -1.6787 -2.4586
C -1.9818 -0.7692 -2.6318
O -0.6486 -0.9561 -2.5702
C -2.4462 0.6439 -2.8763
P -1.5563 1.8273 -1.7337
C -0.5390 2.6415 -3.0269
C 0.8499 2.3892 -2.7587
C 1.7871 2.9609 -3.5623
C 1.4596 3.8205 -4.6094
C 0.1274 4.1073 -4.8263
C -0.8673 3.6177 -3.9610
C -2.9304 2.9507 -1.2905
C -2.8147 4.3263 -1.3560
C -3.9130 5.1564 -0.9512
C -5.1170 4.6002 -0.4699
C -5.2229 3.1979 -0.4502
C -4.1566 2.3961 -0.7733
H -3.5157 0.6192 -2.6206
H -2.2538 0.9359 -3.9247
H 1.2020 1.7080 -1.9992
H 2.8447 2.7381 -3.3295
H 2.1780 4.2912 -5.2459
H -0.1444 4.6763 -5.6620
H -1.8986 3.9359 -4.1143
H -1.9448 4.7854 -1.8315
H -3.8025 6.2151 -0.9094
H -5.9173 5.2574 -0.1652
H -6.1815 2.6542 -0.2605
H -4.2103 1.2767 -0.6720
F -2.1339 -4.0801 -1.9551
C -1.5464 -5.3238 -1.8871
F -1.1783 -5.7184 -3.1327
F -2.4664 -6.2140 -1.3303
S 0.0798 -5.0313 -0.8782
O 0.5853 -3.7952 -1.6584
O 0.8882 -6.2236 -1.0499
O -0.3358 -4.6240 0.4520
C 4.5022 -2.7042 -1.0165
C 5.1939 -1.5165 -0.2920
C 5.6250 -1.8013 1.1727
C 6.4129 -0.9071 -1.0781
O 4.2373 -0.3648 -0.2060
P 2.6635 -0.4421 0.1743
O 2.3178 -1.0178 1.4926
O 1.8923 -1.0821 -1.0012
O 2.3834 1.1198 -0.0058
C 3.1106 2.2344 0.7660
C 2.1253 3.3904 0.8229
C 4.3722 2.6135 -0.0410
C 3.4176 1.7480 2.1917
H 5.2503 -3.3264 -1.4477
H 3.9221 -2.2013 -1.8377
H 3.8989 -3.3028 -0.3740
H 6.3855 -2.6366 1.2658
H 4.7588 -2.1134 1.6963
H 6.0041 -0.8776 1.5250
H 7.2850 -1.5203 -0.8937
H 6.5945 0.1223 -0.7242
H 6.2162 -0.9466 -2.1386
H 1.6371 3.6109 -0.1215
H 2.5568 4.2958 1.2926
H 1.2846 3.0650 1.4583
H 4.1271 3.3042 -0.8747
H 4.7546 1.6611 -0.4145
H 5.0489 3.1756 0.6259
H 2.4773 1.4093 2.6659
H 3.9005 2.5770 2.6796
H 4.0143 0.8562 2.0930